(1)
ORCA calculation (ωB97M-V with the def2-TZVPD basis set) on 16 unconnected molecules or ions with the total composition C48H112N16O16.

The max |F| comes out at 0.0915 Eh/bohr. The calculation puts the gap between HOMO and LUMO at 0.346 Eh.

The geometry in ORCA input format:
```
! wB97M-V def2-TZVPD RIJCOSX def2/J DEFGRID3
* xyz 0 1
C 3.029 -1.954 0.734
C 4.192 -2.780 0.551
O 4.422 -3.828 1.136
N 5.014 -2.287 -0.362
C 6.163 -3.053 -0.672
H 2.992 -1.116 0.040
H 2.914 -1.600 1.738
H 2.106 -2.487 0.506
H 4.676 -1.482 -0.972
H 5.862 -3.935 -1.258
H 6.643 -3.379 0.260
H 6.810 -2.389 -1.228
C -0.901 4.104 -2.267
C -0.870 2.935 -3.237
O -0.076 2.744 -4.144
N -1.913 2.096 -3.105
C -2.889 2.010 -2.070
H -0.725 3.794 -1.211
H -1.866 4.619 -2.308
H -0.060 4.736 -2.532
H -1.827 1.346 -3.731
H -2.360 1.911 -1.087
H -3.387 1.087 -2.189
H -3.511 2.827 -1.848
C 5.274 0.495 -4.239
C 4.373 0.366 -3.118
O 4.766 0.268 -1.952
N 3.059 0.391 -3.387
C 2.518 0.216 -4.748
H 6.230 0.749 -3.796
H 4.963 1.178 -4.949
H 5.412 -0.446 -4.762
H 2.411 0.316 -2.588
H 2.470 1.094 -5.299
H 1.540 -0.242 -4.607
H 3.026 -0.576 -5.270
C 5.811 2.923 5.565
C 5.619 1.533 5.975
O 6.421 0.931 6.690
N 4.422 0.890 5.765
C 3.310 1.348 4.962
H 5.300 3.481 6.342
H 5.463 3.124 4.512
H 6.856 3.098 5.580
H 4.311 -0.002 6.236
H 3.026 2.390 5.127
H 2.378 0.778 5.201
H 3.541 1.264 3.862
C -2.290 -5.027 -5.522
C -0.852 -4.750 -5.126
O -0.331 -5.467 -4.312
N -0.361 -3.580 -5.630
C 0.908 -3.140 -5.199
H -2.528 -4.414 -6.324
H -3.006 -4.816 -4.778
H -2.388 -6.112 -5.720
H -0.874 -3.013 -6.309
H 0.867 -2.591 -4.178
H 1.346 -2.401 -5.886
H 1.535 -4.007 -5.182
C -1.261 0.755 -7.146
C -1.790 -0.615 -7.608
O -1.116 -1.621 -7.524
N -3.079 -0.597 -8.107
C -3.629 -1.783 -8.804
H -0.668 1.215 -7.963
H -0.526 0.633 -6.360
H -2.111 1.435 -6.917
H -3.684 0.256 -8.153
H -3.946 -1.592 -9.821
H -4.444 -2.167 -8.289
H -2.826 -2.504 -8.728
C -2.765 3.524 1.794
C -2.613 4.646 0.786
O -3.395 4.750 -0.145
N -1.660 5.631 0.895
C -1.603 6.822 0.011
H -3.231 2.839 1.172
H -3.467 3.857 2.539
H -1.871 3.112 2.319
H -1.148 5.596 1.827
H -0.621 7.358 0.055
H -2.426 7.511 0.298
H -1.822 6.562 -0.998
C 2.953 4.994 3.914
C 1.975 4.446 2.992
O 0.778 4.788 2.974
N 2.494 3.447 2.224
C 1.635 2.642 1.391
H 2.886 6.095 3.884
H 4.005 4.738 3.573
H 2.862 4.562 4.906
H 3.503 3.472 2.063
H 2.114 2.437 0.435
H 0.728 3.157 1.095
H 1.336 1.696 1.907
C -3.850 -0.884 2.079
C -4.800 -0.831 0.915
O -4.330 -0.784 -0.215
N -6.145 -0.911 1.159
C -6.988 -1.005 -0.012
H -3.309 0.030 2.286
H -3.081 -1.630 1.854
H -4.366 -1.162 3.041
H -6.508 -0.909 2.129
H -7.712 -1.774 0.124
H -6.333 -1.355 -0.842
H -7.452 -0.054 -0.183
C 5.438 0.778 1.615
C 5.484 2.199 1.119
O 5.309 3.126 1.946
N 5.573 2.466 -0.180
C 5.614 3.842 -0.667
H 4.764 0.215 1.032
H 5.143 0.788 2.697
H 6.419 0.404 1.646
H 5.685 1.777 -0.904
H 6.388 4.486 -0.213
H 4.661 4.398 -0.405
H 5.799 3.650 -1.765
C -4.740 -3.499 -2.367
C -4.730 -2.471 -3.413
O -4.699 -2.909 -4.553
N -4.652 -1.157 -3.201
C -4.878 -0.197 -4.270
H -4.096 -4.347 -2.644
H -5.734 -3.941 -2.358
H -4.488 -3.136 -1.352
H -4.652 -0.876 -2.227
H -3.957 0.020 -4.797
H -5.247 0.768 -3.841
H -5.716 -0.450 -4.978
C 5.048 -1.746 4.386
C 3.675 -2.342 4.727
O 2.971 -2.028 5.677
N 3.303 -3.340 3.880
C 1.928 -3.842 3.723
H 4.902 -0.710 4.026
H 5.372 -2.302 3.549
H 5.824 -1.662 5.184
H 3.779 -3.455 3.006
H 1.929 -4.949 3.781
H 1.378 -3.518 2.799
H 1.457 -3.530 4.649
C -1.461 -4.384 -1.305
C -0.057 -4.121 -0.732
O 0.193 -3.524 0.265
N 0.932 -4.665 -1.500
C 2.260 -4.696 -0.964
H -1.703 -5.271 -0.733
H -1.442 -4.562 -2.379
H -2.112 -3.599 -1.081
H 0.612 -5.094 -2.346
H 2.827 -3.810 -1.315
H 2.596 -5.659 -1.289
H 2.276 -4.595 0.086
C -6.567 1.217 3.600
C -6.684 -0.113 4.372
O -7.341 -1.000 3.738
N -6.193 -0.386 5.561
C -5.260 0.491 6.280
H -7.187 1.234 2.758
H -5.513 1.400 3.365
H -6.805 2.040 4.259
H -6.165 -1.323 5.831
H -5.514 1.558 6.335
H -4.207 0.335 5.956
H -5.436 0.258 7.319
C -0.516 -1.182 6.211
C -1.084 0.021 5.520
O -2.123 0.048 4.925
N -0.294 1.150 5.643
C -0.693 2.409 5.109
H 0.488 -1.435 5.966
H -1.195 -1.996 5.843
H -0.668 -1.079 7.326
H 0.415 1.041 6.352
H -0.615 3.267 5.788
H -1.732 2.375 4.816
H -0.169 2.809 4.235
C -1.052 -1.034 -2.653
C -0.421 -0.229 -1.511
O 0.682 0.298 -1.642
N -1.149 -0.252 -0.379
C -0.624 0.537 0.743
H -0.700 -2.038 -2.525
H -0.755 -0.659 -3.696
H -2.154 -1.007 -2.586
H -2.123 -0.665 -0.337
H -1.397 1.175 1.183
H 0.024 1.286 0.326
H -0.104 -0.081 1.444
*
```

(2)
ORCA calculation (ωB97M-V with the def2-TZVPD basis set) on 3 unconnected molecules or ions with the total composition C5H16NO2.

The max |F| comes out at 0.1095 Eh/bohr. The calculation puts the gap between HOMO and LUMO at 0.417 Eh.

The geometry in ORCA input format:
```
! wB97M-V def2-TZVPD RIJCOSX def2/J DEFGRID3
* xyz 1 1
C 0.674 -1.613 1.902
C 0.807 -0.946 0.632
N -0.301 -1.470 -0.434
C -0.726 -0.266 -1.158
C -0.687 0.822 -0.167
C 0.614 0.669 0.579
H 1.617 -1.619 2.499
H 0.270 -2.593 1.820
H -0.076 -1.095 2.562
H 1.829 -1.126 0.174
H -1.171 -1.879 -0.027
H 0.087 -2.080 -1.057
H 0.072 0.090 -2.017
H -1.687 -0.405 -1.572
H -0.849 1.759 -0.481
H -1.632 0.657 0.562
H 0.668 1.184 1.590
H 1.406 1.188 0.111
H 2.621 -0.689 -2.950
H 1.491 -1.144 -3.926
O 1.663 -0.960 -3.002
H -2.598 4.405 0.988
H -1.684 3.624 2.051
O -2.412 3.487 1.321
*
```

(3)
ORCA calculation (ωB97M-V with the def2-TZVPD basis set) on 2 unconnected molecules or ions with the total composition C4H6O2.

The max |F| comes out at 0.0116 Eh/bohr. The calculation puts the gap between HOMO and LUMO at 0.346 Eh.

The geometry in ORCA input format:
```
! wB97M-V def2-TZVPD RIJCOSX def2/J DEFGRID3
* xyz 0 1
O 2.128 -1.115 0.607
C 1.128 -1.917 0.333
C -1.193 -0.050 0.021
C -1.506 1.367 0.234
O -2.330 2.199 0.489
C -0.120 1.072 -0.162
H 2.613 -0.760 -0.162
H 1.080 -2.004 -0.788
H -1.072 -0.706 0.882
H -1.585 -0.540 -0.868
H 0.190 1.334 -1.172
H 0.668 1.121 0.587
*
```

(4)
ORCA calculation (ωB97M-V with the def2-TZVPD basis set) on a single C11H18O5 molecule.

The max |F| comes out at 0.1016 Eh/bohr. The calculation puts the gap between HOMO and LUMO at 0.405 Eh. As for the SMILES: CC(=O)OCCCCCC[C@@H]1COC(=O)O1.

The geometry in ORCA input format:
```
! wB97M-V def2-TZVPD RIJCOSX def2/J DEFGRID3
* xyz 0 1
C 3.924 -0.740 1.828
C 3.073 0.476 1.238
O 1.996 0.764 1.826
O 3.592 1.168 0.115
C 2.545 1.535 -0.825
C 1.939 0.258 -1.633
C 0.322 0.202 -1.590
C -0.254 -1.290 -1.300
C -0.819 -1.474 0.201
C -2.429 -1.536 0.291
C -3.125 -0.156 0.709
C -3.645 0.861 -0.406
O -3.390 2.106 0.329
C -2.472 1.973 1.421
O -1.800 2.842 1.994
O -2.465 0.584 1.782
H 4.515 -0.378 2.735
H 3.266 -1.634 2.099
H 4.682 -1.068 1.033
H 3.027 2.247 -1.598
H 1.698 2.156 -0.341
H 2.270 0.401 -2.728
H 2.432 -0.692 -1.240
H -0.020 0.454 -2.666
H -0.117 0.973 -0.869
H 0.670 -1.985 -1.371
H -0.983 -1.650 -2.105
H -0.350 -0.737 0.953
H -0.451 -2.517 0.545
H -2.664 -2.294 1.133
H -2.922 -1.971 -0.656
H -4.103 -0.512 1.214
H -3.174 0.841 -1.454
H -4.767 0.791 -0.664
*
```

(5)
ORCA calculation (ωB97M-V with the def2-TZVPD basis set) on 2 unconnected molecules or ions with the total composition CH6S2.

The max |F| comes out at 0.0109 Eh/bohr. The calculation puts the gap between HOMO and LUMO at 0.358 Eh. As for the SMILES: CS.S.

The geometry in ORCA input format:
```
! wB97M-V def2-TZVPD RIJCOSX def2/J DEFGRID3
* xyz 0 1
S 2.562 -2.507 -0.595
H 3.095 -1.973 -1.678
H 1.581 -1.594 -0.583
C -0.895 1.367 0.365
S -2.420 0.750 1.104
H -0.154 1.632 1.112
H -0.487 0.613 -0.307
H -1.077 2.249 -0.242
H -2.205 -0.536 0.825
*
```

(6)
ORCA calculation (ωB97M-V with the def2-TZVPD basis set) on a molecular structure, C3H8N2.

The max |F| comes out at 0.0562 Eh/bohr. The calculation puts the gap between HOMO and LUMO at 0.327 Eh.

The geometry in ORCA input format:
```
! wB97M-V def2-TZVPD RIJCOSX def2/J DEFGRID3
* xyz 0 1
C -0.470 0.734 -0.176
C -1.366 0.533 -1.360
N 1.043 -1.467 1.150
C 1.149 -0.032 0.936
N 0.858 0.541 -0.283
H 1.967 -1.878 1.048
H 0.431 -1.914 0.476
H 2.087 0.323 1.384
H -0.808 1.505 0.517
H -0.171 0.180 1.341
H -2.416 0.687 -1.113
H -1.237 -0.462 -1.788
H -1.067 1.250 -2.131
*
```

(7)
ORCA calculation (ωB97M-V with the def2-TZVPD basis set) on a molecular structure, C35H42BrCsN4O2P2S3.

The max |F| comes out at 0.0029 Eh/bohr. The calculation puts the gap between HOMO and LUMO at 0.133 Eh.

The geometry in ORCA input format:
```
! wB97M-V def2-TZVPD RIJCOSX def2/J DEFGRID3
* xyz -2 1
Cs -0.204 1.616 -0.405
O -1.101 -2.296 -4.074
C -0.764 -1.745 -5.195
C -1.067 -2.304 -6.462
C -0.689 -1.679 -7.637
C 0.002 -0.470 -7.628
C 0.315 0.099 -6.396
C -0.045 -0.511 -5.210
C 0.315 0.071 -3.866
O -0.796 0.052 -2.990
N 1.430 -0.696 -3.321
N 2.069 -0.153 -2.277
C 2.710 -0.925 -1.485
C 3.483 -0.421 -0.358
Br 3.315 1.424 0.049
C 4.223 -1.172 0.468
C 4.503 -2.613 0.325
C 4.871 -3.193 -0.891
C 5.141 -4.551 -0.977
C 5.062 -5.354 0.151
C 4.720 -4.787 1.371
C 4.450 -3.430 1.457
H -1.162 -0.858 -3.153
H -1.611 -3.242 -6.479
H -0.943 -2.141 -8.587
H 0.288 0.015 -8.552
H 0.857 1.040 -6.358
H 0.660 1.104 -3.946
H 1.204 -1.689 -3.255
H 2.678 -2.008 -1.610
H 4.632 -0.695 1.352
H 4.962 -2.567 -1.769
H 5.421 -4.980 -1.931
H 5.270 -6.415 0.081
H 4.657 -5.403 2.259
H 4.174 -2.993 2.409
C 1.522 -1.969 3.070
P 0.124 -0.960 2.424
C -1.232 -2.229 2.653
N -1.173 -3.004 3.707
C -2.161 -3.918 3.893
C -2.142 -4.746 5.040
C -3.137 -5.660 5.238
C -4.188 -5.792 4.299
C -4.221 -5.006 3.183
C -3.203 -4.049 2.963
N -3.227 -3.288 1.837
C -2.288 -2.392 1.672
P -2.234 -1.456 0.054
C -2.182 -2.941 -1.026
C -3.970 -0.796 -0.166
C -4.204 0.232 0.943
C -3.931 -0.075 -1.522
C -5.110 -1.811 -0.190
C -0.225 0.240 3.814
C 0.919 1.259 3.756
C -0.288 -0.363 5.215
C -1.555 0.930 3.500
H 1.296 -2.441 4.025
H 2.389 -1.314 3.166
H 1.761 -2.737 2.332
H -1.327 -4.620 5.741
H -3.128 -6.291 6.118
H -4.968 -6.523 4.471
H -5.008 -5.086 2.444
H -2.967 -3.655 -0.773
H -1.209 -3.418 -0.888
H -2.236 -2.661 -2.080
H -3.438 1.012 0.966
H -4.235 -0.243 1.927
H -5.166 0.730 0.784
H -3.120 0.653 -1.581
H -4.875 0.458 -1.672
H -3.802 -0.775 -2.351
H -5.232 -2.311 0.768
H -4.954 -2.574 -0.956
H -6.042 -1.287 -0.431
H 1.876 0.802 4.029
H 0.713 2.084 4.442
H 1.022 1.732 2.776
H 0.637 -0.881 5.480
H -1.115 -1.063 5.331
H -0.426 0.453 5.930
H -1.560 1.442 2.535
H -1.743 1.719 4.232
H -2.386 0.216 3.529
S -0.623 4.573 3.792
C -0.492 4.252 2.123
S -1.933 3.994 1.184
S 1.068 4.175 1.365
*
```

(8)
ORCA calculation (ωB97M-V with the def2-TZVPD basis set) on a single CH4N4S molecule.

The max |F| comes out at 0.0574 Eh/bohr. The calculation puts the gap between HOMO and LUMO at 0.304 Eh. As for the SMILES: [S-][N+]1=NCNN1.

The geometry in ORCA input format:
```
! wB97M-V def2-TZVPD RIJCOSX def2/J DEFGRID3
* xyz 0 1
C -0.333 -0.468 1.032
N -0.523 -1.014 -0.373
N -0.096 0.934 0.747
N 0.461 0.952 -0.551
N 0.142 -0.321 -1.165
S 0.591 -0.937 -3.093
H -1.174 -0.542 1.689
H 0.403 -1.071 1.515
H -0.920 1.512 0.823
H 1.450 0.955 -0.623
*
```

(9)
ORCA calculation (ωB97M-V with the def2-TZVPD basis set) on a molecular structure, C15H29CsF2N2O4S2.

The max |F| comes out at 0.0035 Eh/bohr. The calculation puts the gap between HOMO and LUMO at 0.181 Eh.

The geometry in ORCA input format:
```
! wB97M-V def2-TZVPD RIJCOSX def2/J DEFGRID3
* xyz -2 1
Cs 0.452 1.086 -0.159
C 0.724 -1.253 3.507
C 1.674 -1.102 2.350
C 2.568 -0.040 2.316
C 3.425 0.139 1.231
C 4.329 1.342 1.198
C 3.364 -0.757 0.168
C 2.458 -1.817 0.164
C 2.294 -2.681 -1.057
C 1.635 -1.986 1.270
H 0.448 -0.269 3.895
H 1.190 -1.817 4.321
H -0.176 -1.787 3.195
H 2.532 0.703 3.109
H 4.864 1.411 0.248
H 5.065 1.301 2.004
H 3.728 2.243 1.351
H 3.996 -0.596 -0.701
H 1.591 -2.202 -1.746
H 1.901 -3.666 -0.795
H 3.243 -2.818 -1.580
H 0.903 -2.787 1.268
N -3.051 2.581 0.244
C -3.789 1.532 0.938
C -3.206 0.120 0.855
C -3.261 -0.466 -0.553
C -2.747 -1.897 -0.653
N -1.310 -1.939 -0.414
H -2.778 2.274 -0.683
H -2.207 2.793 0.783
H -4.819 1.504 0.555
H -3.847 1.833 1.985
H -3.779 -0.534 1.525
H -2.183 0.125 1.238
H -2.674 0.140 -1.253
H -4.298 -0.430 -0.911
H -3.031 -2.303 -1.637
H -3.253 -2.509 0.104
H -0.815 -1.478 -1.199
H -0.984 -2.897 -0.366
O 0.071 4.658 2.758
S 0.413 3.244 2.630
O 1.565 3.041 1.713
O -0.742 2.454 2.096
S 0.899 2.489 4.449
F -1.301 1.872 -5.189
C -0.297 1.975 -4.253
F 0.862 2.235 -4.945
H -0.517 2.852 -3.640
C -0.185 -1.394 -3.612
O -0.039 -0.531 -2.559
H 0.716 -2.016 -3.817
H -0.401 -0.892 -4.583
H -1.016 -2.124 -3.480
H -0.201 1.041 -3.681
*
```

(10)
ORCA calculation (ωB97M-V with the def2-TZVPD basis set) on a single C11H21NO2 molecule.

The max |F| comes out at 0.0601 Eh/bohr. The calculation puts the gap between HOMO and LUMO at 0.336 Eh. As for the SMILES: CNC[C@@H](O)/C=C(\CC(C)C)C(C)=O.

The geometry in ORCA input format:
```
! wB97M-V def2-TZVPD RIJCOSX def2/J DEFGRID3
* xyz 0 1
O 1.174 -2.966 0.339
O -1.252 0.373 -2.252
C 1.059 -1.931 0.908
C 0.382 -0.800 0.230
C 0.698 -0.515 -1.078
N 2.313 1.567 -2.591
C 1.582 -1.918 2.358
C 2.375 2.795 -1.775
C -2.690 -1.212 0.621
C -2.460 0.130 2.622
C -0.550 0.120 1.084
C -1.667 -0.728 1.647
C 1.005 1.051 -3.024
C 0.111 0.690 -1.838
H -1.281 -0.469 -2.738
H 1.420 -1.131 -1.554
H 2.835 0.794 -2.189
H 0.855 -2.373 3.061
H 1.820 -0.895 2.728
H 2.499 -2.489 2.428
H 2.011 2.564 -0.759
H 1.765 3.576 -2.188
H 3.393 3.170 -1.705
H -3.626 -1.520 1.115
H -2.928 -0.474 -0.138
H -2.254 -2.059 0.103
H -1.811 0.758 3.264
H -3.149 0.819 2.105
H -3.061 -0.484 3.301
H -0.991 0.921 0.476
H 0.054 0.609 1.857
H -1.295 -1.622 2.167
H 0.547 1.835 -3.662
H 1.088 0.193 -3.690
H 0.028 1.621 -1.235
*
```